No. 1
{
  "formula": "C19H20F3N3O",
  "method": "ωB97M-V with the def2-TZVPD basis set",
  "total_charge": 0,
  "smiles": "C[C@@H](NC(=O)N1CCN(c2ccccc2F)CC1)c1ccc(F)c(F)c1",
  "homo_ev": -7.73,
  "elements": ["C", "H", "H", "H", "C", "N", "C", "O", "N", "C", "H", "H", "C", "N", "C", "C", "C", "C", "C", "C", "H", "H", "H", "H", "F", "C", "H", "C", "H", "H", "H", "H", "H", "H", "C", "C", "C", "C", "C", "C", "H", "F", "F", "H", "H", "H"],
  "positions_angstrom": [[-1.6648, -3.0976, -2.1865], [-2.7308, -3.3056, -2.2137], [-1.4561, -2.2680, -2.8574], [-1.1302, -3.9791, -2.5347], [-1.2438, -2.7437, -0.7628], [0.1747, -2.4254, -0.7427], [0.7611, -2.1881, 0.4749], [0.1162, -2.1472, 1.5059], [2.1249, -2.0287, 0.4552], [2.8662, -1.5739, -0.7060], [3.5825, -2.3440, -1.0209], [2.1794, -1.3719, -1.5268], [3.6131, -0.2710, -0.3445], [2.8529, 0.5113, 0.5947], [1.9876, 1.5199, 0.2277], [1.5292, 1.7596, -1.0733], [0.7141, 2.8239, -1.3982], [0.2929, 3.6987, -0.4152], [0.7076, 3.4844, 0.8877], [1.5402, 2.4294, 1.1982], [1.8755, 2.3075, 2.2158], [0.3884, 4.1527, 1.6731], [-0.3570, 4.5211, -0.6635], [0.4003, 2.9383, -2.4240], [1.8578, 0.9183, -2.1025], [2.7127, -0.1339, 1.8872], [1.7477, 0.1378, 2.3183], [2.7505, -1.6633, 1.7092], [3.7749, -2.0439, 1.7012], [2.1960, -2.1417, 2.5165], [3.5133, 0.1838, 2.5694], [3.8249, 0.3065, -1.2420], [4.5721, -0.5082, 0.1299], [0.7293, -2.8291, -1.4796], [-2.0295, -1.5560, -0.2562], [-3.0443, -1.7203, 0.6755], [-3.7743, -0.6364, 1.1276], [-3.4938, 0.6256, 0.6384], [-2.4829, 0.7982, -0.2973], [-1.7496, -0.2849, -0.7407], [-0.9585, -0.1228, -1.4555], [-2.2270, 2.0224, -0.7930], [-4.2065, 1.6829, 1.0703], [-4.5583, -0.7526, 1.8588], [-3.2584, -2.7032, 1.0646], [-1.4427, -3.5962, -0.0959]],
  "lowdin_charge": [-0.03, 0.09, 0.08, 0.08, -0.33, 0.10, -0.51, 0.08, -0.04, -0.12, 0.12, 0.10, -0.13, -0.08, -0.16, -0.20, -0.03, -0.10, -0.09, -0.02, 0.11, 0.10, 0.10, 0.12, 0.03, -0.13, 0.12, -0.12, 0.12, 0.12, 0.12, 0.12, 0.12, 0.13, -0.20, -0.03, 0.01, -0.21, -0.19, 0.06, 0.13, 0.08, 0.08, 0.12, 0.12, 0.15]
}

No. 2
{
  "formula": "C34H57LuN3O2Si",
  "method": "ωB97M-V with the def2-TZVPD basis set",
  "total_charge": 1,
  "homo_ev": -10.62,
  "elements": ["O", "O", "C", "C", "H", "H", "H", "H", "H", "C", "C", "H", "H", "H", "H", "H", "C", "C", "C", "H", "H", "H", "H", "H", "C", "H", "H", "H", "H", "H", "H", "N", "C", "C", "C", "C", "H", "H", "H", "C", "H", "H", "H", "N", "C", "C", "C", "C", "H", "C", "H", "C", "H", "C", "C", "C", "C", "C", "C", "H", "C", "H", "C", "H", "C", "C", "Lu", "H", "H", "H", "H", "H", "H", "H", "H", "H", "H", "H", "H", "H", "C", "Si", "H", "H", "C", "C", "C", "H", "H", "H", "H", "H", "H", "H", "H", "H", "N", "C"],
  "positions_angstrom": [[-2.4442, 1.3885, -1.8645], [-1.4495, -0.6657, -2.8772], [-3.5249, 1.7472, -0.9596], [-3.5217, 3.1852, -0.5095], [-3.4204, 1.0365, -0.1320], [-4.4179, 1.5312, -1.5463], [-2.7255, 3.4155, 0.2143], [-4.4449, 3.3927, -0.0164], [-3.4464, 3.8859, -1.3288], [-1.2762, 2.2721, -1.9842], [-1.2932, 2.9213, -3.3379], [-0.4035, 1.6135, -1.7919], [-1.2726, 3.0132, -1.1441], [-1.1422, 2.1624, -4.1072], [-0.5147, 3.6246, -3.3584], [-2.2471, 3.4346, -3.5165], [-0.1823, -1.3295, -3.3631], [-2.7784, -0.9108, -3.6008], [0.8644, -0.3369, -3.7802], [-0.5004, -1.9590, -4.1882], [0.1483, -1.9340, -2.5348], [0.5582, 0.3490, -4.5870], [1.7439, -0.9267, -4.1418], [1.1944, 0.2788, -2.9199], [-2.6207, -0.3704, -4.9926], [-3.5010, -0.4309, -2.9929], [-2.9043, -2.0015, -3.5915], [-2.2868, 0.6586, -4.9326], [-3.6185, -0.3542, -5.4328], [-1.9481, -0.9407, -5.6252], [-1.5983, -0.2711, -1.9619], [1.2122, 1.3660, 2.3401], [2.2340, 1.4486, 3.2361], [3.2325, 0.4660, 3.3796], [3.4047, -0.6816, 2.5663], [2.2994, 2.6842, 4.1059], [1.2704, 2.9842, 4.3794], [2.7882, 3.4980, 3.5383], [2.8741, 2.4944, 5.0147], [4.6573, -1.5336, 2.5368], [5.0797, -1.5635, 1.5194], [4.4637, -2.5641, 2.8335], [5.3980, -1.1118, 3.2182], [2.3770, -1.0776, 1.7953], [0.6420, 2.6232, 1.8712], [-0.6100, 3.0476, 2.3478], [-1.4393, 2.1769, 3.2453], [-1.0957, 4.3228, 2.0338], [-2.0579, 4.6325, 2.4306], [-0.3607, 5.1781, 1.1951], [-0.7511, 6.1759, 0.9666], [0.8722, 4.7494, 0.6853], [1.4261, 5.4008, 0.0054], [1.3700, 3.4705, 1.0139], [2.7026, 3.0130, 0.5310], [2.4177, -2.1702, 0.8582], [1.9270, -3.4365, 1.2435], [1.5914, -3.7082, 2.6878], [1.7958, -4.4328, 0.2670], [1.4021, -5.4043, 0.5592], [2.1523, -4.1766, -1.0663], [2.0368, -4.9554, -1.8144], [2.6953, -2.9318, -1.4235], [3.0186, -2.7424, -2.4452], [2.8570, -1.9217, -0.4656], [3.4400, -0.5948, -0.8530], [0.3199, -0.6407, 1.7750], [-2.0641, 1.4977, 2.6554], [-2.1313, 2.7902, 3.8436], [-0.8394, 1.5831, 3.9488], [2.6337, 1.9820, 0.1578], [3.4709, 3.0258, 1.3219], [3.0382, 3.6527, -0.2862], [1.3370, -4.7602, 2.8180], [0.7540, -3.1203, 3.0867], [2.4608, -3.5261, 3.3354], [4.0360, -0.1474, -0.0576], [2.6684, 0.1316, -1.1409], [4.1015, -0.7139, -1.7102], [3.9295, 0.5788, 4.1841], [-1.0213, -0.7903, 0.0946], [-2.0140, -2.4116, 0.0114], [-0.0690, -0.6639, -0.5769], [-1.4179, 0.2459, 0.1191], [-3.8947, -2.1124, -0.2402], [-1.8775, -3.4342, 1.6191], [-1.4730, -3.7882, -1.2891], [-1.9689, -4.7695, -1.0490], [-0.3759, -3.9523, -1.1944], [-1.6944, -3.4993, -2.3492], [-4.2846, -1.6675, 0.6831], [-4.5176, -3.0284, -0.4484], [-4.0785, -1.3909, -1.0512], [-2.0059, -2.7905, 2.4819], [-0.8937, -3.9272, 1.6636], [-2.6637, -4.2015, 1.6092], [-1.2468, -1.2499, 4.7578], [-0.5668, -1.1060, 3.7951]],
  "lowdin_charge": [-0.26, -0.13, -0.21, -0.06, 0.10, 0.12, 0.06, 0.08, 0.09, -0.23, -0.04, 0.10, 0.11, 0.05, 0.07, 0.10, -0.14, -0.10, -0.04, 0.13, 0.09, 0.09, 0.11, 0.07, -0.04, 0.10, 0.13, 0.07, 0.10, 0.09, 0.10, -0.07, -0.32, -0.01, -0.29, 0.00, 0.10, 0.10, 0.09, 0.01, 0.09, 0.08, 0.09, -0.11, -0.23, -0.24, -0.05, -0.06, 0.11, -0.07, 0.11, -0.04, 0.11, -0.23, -0.04, -0.26, -0.22, -0.04, -0.04, 0.12, -0.08, 0.11, -0.05, 0.11, -0.21, -0.03, 1.44, 0.07, 0.09, 0.05, 0.06, 0.09, 0.08, 0.09, 0.03, 0.09, 0.07, 0.06, 0.09, 0.10, -0.42, 0.48, 0.02, -0.01, -0.18, -0.19, -0.17, 0.05, -0.01, 0.01, 0.03, 0.06, 0.00, -0.01, 0.01, 0.05, -0.01, -0.39]
}

For reference, orbital gap by record: 0.310, 0.312 Ha.
For reference, E_LUMO by record: 0.70, -2.13 eV.
For reference, energy relative to the best compared isomer or geometry (same formula, charge and spin) by record: 16.10, 28.82 kcal/mol.